Entry from OMol25: an isolated molecule of CH3F2OP at a distorted geometry (ωB97M-V/def2-TZVPD).

Geometry (Å):
O1 0.90 0.89 -0.15
P1 -0.49 0.21 -0.43
F1 -0.53 -0.13 -2.02
C1 -1.47 -1.09 0.13
F2 -1.50 -1.03 1.50
H1 1.54 0.24 0.12
H2 -1.18 1.29 -0.31
H3 -0.93 -2.01 -0.19

The value obtained for the energy relative to the best compared isomer or geometry (same formula, charge and spin) is 3.471 eV. The value obtained for the molecular weight is 100.0 g mol⁻¹. For the orbital gap, the calculation gives 8.839 eV. Its SMILES is O[P@@H](F)=CF. The calculation puts the strongest force on any atom at 4.004 eV/A. As for the LUMO energy: 0.30 eV. The calculation puts the HOMO energy at -0.314 Ha.